# 1
Molecular formula: C6H15F2N4O
Method: DFT, ωB97M-V/def2-TZVPD

Last column: natural (NBO) charge in e.
Element x y z (Å)
H (0.58, 3.25, -2.70)  0.3295
O (-2.42, -0.80, 1.10)  -0.7807
F (2.83, -0.10, -3.08)  -0.3138
N (0.83, 0.71, -2.46)  -0.1758
H (-3.26, -0.47, 1.47)  0.5097
H (0.48, -2.14, 2.22)  0.2321
C (0.07, -0.44, 0.94)  -0.1451
C (0.44, -1.94, 1.14)  -0.6018
N (-0.06, 2.78, -2.15)  -0.5758
H (-1.30, 0.92, 1.61)  0.2017
H (1.49, 1.15, 0.92)  0.2076
H (1.77, 0.37, -0.58)  0.4371
C (1.11, 0.41, 1.70)  -0.6119
C (-1.24, -0.20, 1.77)  -0.0538
H (-1.10, -0.71, 2.69)  0.2183
F (2.82, 2.05, -2.74)  -0.3807
H (-0.95, 2.64, -2.62)  0.3283
C (-0.08, -0.13, -0.55)  0.5806
C (1.94, 0.94, -3.18)  0.6392
H (0.61, 0.91, 2.53)  0.2463
H (1.97, -0.13, 2.08)  0.2448
H (-1.96, -1.02, -0.60)  0.4777
N (0.92, 0.51, -1.15)  -0.3647
H (-1.33, -0.47, -2.16)  0.4358
H (1.77, 1.18, -4.12)  0.1631
N (-1.22, -0.51, -1.12)  -0.7015
H (1.33, -2.33, 0.70)  0.2308
H (-0.37, -2.54, 0.84)  0.2228

Output
* calculated total energy: -19896.8722 eV
* highest occupied orbital energy (alpha / beta): -14.1 / -14.3 eV
* frontier orbital gap (alpha / beta): 0.3557 / 0.3094 Ha
* net charge: +1
* energy relative to the best compared isomer or geometry (same formula, charge and spin): 237.9 kJ/mol

# 2
Molecular formula: C6H15F4N3O10S4Sn
Method: DFT, ωB97M-V/def2-TZVPD

Last column: natural (NBO) charge in e.
Element x y z (Å)
H (1.46, -0.66, -1.52)  0.4329
O (4.49, -2.68, -0.44)  -0.8559
S (3.69, -1.82, 0.35)  2.4391
H (2.37, 3.28, -2.46)  0.2002
N (1.12, 0.21, -1.92)  -0.7308
S (1.78, -3.30, 0.16)  2.4565
C (1.62, 2.52, -2.20)  -0.0716
F (-3.50, 1.98, 6.08)  -0.4962
H (3.12, 0.89, -2.00)  0.2451
O (4.01, -1.72, 1.73)  -0.8756
C (2.14, 1.12, -2.41)  -0.2651
H (0.74, 2.65, -2.83)  0.1762
H (-1.64, -1.32, -2.87)  0.2067
C (-2.16, -1.66, -0.19)  -0.2736
H (1.67, 4.70, -0.44)  0.1909
C (-0.87, -1.11, -2.12)  -0.0778
C (-0.06, 0.03, -2.72)  -0.2444
H (-1.94, -2.71, -0.32)  0.2121
N (2.05, -1.74, 0.01)  -1.2739
O (-2.05, 0.32, 5.37)  -0.9600
Sn (0.47, 0.50, 0.83)  1.7012
S (-3.15, -0.02, 2.84)  2.4622
O (-1.82, 0.30, 2.38)  -1.0332
O (1.92, -3.89, 1.44)  -0.8675
S (-3.44, 0.65, 5.21)  2.4584
O (-1.28, -0.73, -0.82)  -0.6153
O (-4.37, -0.24, 5.81)  -0.9055
H (0.28, -0.31, -3.70)  0.2003
O (2.11, -4.09, -0.97)  -0.8787
C (0.79, 4.07, -0.58)  -0.2526
O (-3.49, -1.37, 3.11)  -0.8723
F (-4.12, 0.30, 1.62)  -0.4992
N (-3.79, 1.21, 3.77)  -1.0995
H (-0.26, -2.02, -2.09)  0.2008
H (-0.67, 0.93, -2.84)  0.2062
H (0.24, 4.06, 0.36)  0.1986
F (4.01, -0.37, -0.25)  -0.5170
O (1.25, 2.73, -0.83)  -0.5970
H (2.36, 0.91, -3.47)  0.2068
H (-2.27, -1.44, 0.87)  0.2186
F (0.17, -3.13, 0.04)  -0.5338
H (-3.17, -1.47, -0.57)  0.1926
H (0.20, 4.45, -1.42)  0.1911

Output
* calculated total energy: -91447.7593 eV
* highest occupied orbital energy: -9.5 eV
* frontier orbital gap: 0.2378 Ha
* energy relative to the best compared isomer or geometry (same formula, charge and spin): 163.6 kJ/mol

# 3
Molecular formula: C6H15INP
Method: DFT, ωB97M-V/def2-TZVPD

Last column: natural (NBO) charge in e.
Element x y z (Å)
C (1.47, -0.25, -1.08)  -0.7183
C (-1.33, 0.65, -0.85)  -0.7834
I (-1.27, -3.02, -1.59)  0.2021
H (-1.58, 0.38, -1.85)  0.2464
H (-0.68, -0.14, 2.22)  0.2538
H (2.52, -0.97, 0.45)  0.1991
H (1.93, -2.32, -0.55)  0.2404
H (-3.46, 0.76, -1.26)  0.2158
H (1.26, -0.26, -2.12)  0.2334
C (-2.78, 0.60, -0.34)  -0.6143
H (0.82, 1.89, 0.55)  0.2083
H (-2.98, 1.23, 0.56)  0.2126
N (-0.52, -2.06, 0.14)  -1.2188
C (2.37, -1.29, -0.55)  -0.6284
H (1.59, 1.67, 1.99)  0.2194
H (3.34, -1.20, -1.00)  0.2151
H (1.80, 0.76, -0.67)  0.2204
P (-0.14, -0.59, -0.13)  1.7696
H (-0.24, 1.94, 2.11)  0.2329
C (0.60, 1.52, 1.52)  -0.6345
H (-0.92, 1.67, -0.92)  0.2346
C (0.20, 0.09, 1.52)  -0.7835
H (0.90, -0.58, 2.00)  0.2504
H (-2.90, -0.48, -0.16)  0.2269

Output
* calculated total energy: -25343.0898 eV
* highest occupied orbital energy: -8.3 eV
* frontier orbital gap: 0.3148 Ha

# 4
Molecular formula: C6H15N
Method: DFT, ωB97M-V/def2-TZVPD

Last column: Mulliken spin population.
Element x y z (Å)
H (2.60, -1.46, -0.88)  -0.0013
N (-1.70, -0.16, -0.75)  0.3065
H (-2.95, 0.03, 2.86)  -0.0017
H (-1.02, 1.83, 0.74)  0.0091
C (-0.05, 1.38, 0.53)  -0.0529
H (0.45, 0.98, 1.43)  0.0324
C (0.75, -0.33, -1.30)  -0.0651
H (2.11, 1.38, -1.34)  0.0045
H (-1.33, 0.69, -1.42)  0.0592
H (2.01, -0.59, 0.47)  0.0092
H (1.27, -2.11, -0.08)  0.0041
C (-0.37, 0.33, -0.52)  0.5941
H (0.24, -1.03, -1.97)  0.0106
H (1.00, 1.40, -2.63)  -0.0159
H (-3.16, -1.69, 2.44)  -0.0096
H (0.64, 2.17, 0.19)  0.0305
H (2.42, 0.31, -2.66)  0.0037
C (-2.44, -0.87, 2.52)  0.0559
H (-2.01, -0.65, 1.54)  -0.0225
C (1.60, 0.69, -2.04)  0.0404
C (1.64, -1.14, -0.41)  0.0108
H (-1.69, -1.16, 3.26)  -0.0019

Output
* calculated total energy: -7951.3196 eV
* highest occupied orbital energy (alpha / beta): -0.1 / -1.6 eV
* ⟨S²⟩: 0.755
* frontier orbital gap (alpha / beta): 0.1524 / 0.2056 Ha
* net charge: -1
* energy relative to the best compared isomer or geometry (same formula, charge and spin): 243.5 kJ/mol
* spin multiplicity: 2

# 5
Molecular formula: C6H15N
Method: DFT, ωB97M-V/def2-TZVPD

Last column: Mulliken spin population.
Element x y z (Å)
H (-2.71, -0.17, 1.53)  0.0486
H (-0.82, -1.47, 0.99)  -0.0079
H (0.01, -0.48, -0.27)  -0.0067
C (-1.78, 0.28, 1.02)  -0.0255
C (-0.91, 0.54, 2.38)  0.0779
H (-1.04, 1.57, 2.54)  -0.0102
C (-1.76, 1.16, -0.13)  0.7834
H (1.41, 1.02, -2.14)  -0.0004
H (-1.85, -1.22, -0.45)  0.0043
H (0.07, 0.45, 1.93)  0.0022
H (2.44, 1.18, -0.50)  0.0012
H (-1.57, 0.75, -1.04)  -0.0036
C (2.22, -1.35, -1.52)  0.0013
H (0.64, 1.37, -0.56)  -0.0151
H (3.25, -1.08, -1.66)  -0.0012
H (-1.12, -0.16, 3.24)  -0.0073
N (1.47, -0.65, -0.58)  0.0138
C (-1.17, -0.78, 0.25)  0.0647
C (1.49, 0.77, -0.93)  0.0312
H (2.11, -2.45, -1.43)  -0.0003
H (-2.21, 2.10, -0.15)  0.0482
H (1.84, -1.38, -2.54)  0.0014

Output
* calculated total energy: -7948.8398 eV
* highest occupied orbital energy (alpha / beta): -1.7 / -1.7 eV
* ⟨S²⟩: 0.755
* frontier orbital gap (alpha / beta): 0.2199 / 0.2023 Ha
* net charge: -1
* energy relative to the best compared isomer or geometry (same formula, charge and spin): 482.7 kJ/mol
* spin multiplicity: 2

# 6
Molecular formula: C6H15N
Method: DFT, ωB97M-V/def2-TZVPD

Last column: natural (NBO) charge in e.
Element x y z (Å)
H (1.55, 0.98, 0.25)  0.1861
H (-2.32, 0.01, -3.19)  0.2085
C (0.91, 0.63, 1.07)  -0.0459
H (-0.57, 2.00, 0.56)  0.3629
C (1.65, 0.36, 2.39)  -0.6185
C (0.15, -0.95, -0.90)  -0.4058
H (0.02, 0.67, -2.45)  0.2079
N (-0.09, 1.63, 1.35)  -0.8641
H (-2.62, -0.75, -1.65)  0.2043
C (-1.84, -0.53, -2.38)  -0.6024
H (1.18, -0.35, 3.07)  0.2041
H (-0.67, 1.53, 2.14)  0.3637
H (-0.64, -0.79, 1.18)  0.1954
H (-0.99, 0.93, -1.17)  0.1883
H (1.67, 1.27, 3.00)  0.2162
H (0.92, -1.56, 0.92)  0.1949
C (0.27, -0.72, 0.60)  -0.3959
H (1.17, -1.02, -1.30)  0.1993
H (2.65, 0.00, 2.18)  0.2120
C (-0.60, 0.09, -1.76)  -0.4156
H (-0.22, -1.96, -1.03)  0.2077
H (-1.58, -1.47, -2.89)  0.1969

Output
* calculated total energy: -7954.8709 eV
* highest occupied orbital energy: -8.6 eV
* SMILES: CCCC[C@H](C)N
* frontier orbital gap: 0.3603 Ha
* energy relative to the best compared isomer or geometry (same formula, charge and spin): 86.4 kJ/mol

# 7
Molecular formula: C6H15N
Method: DFT, ωB97M-V/def2-TZVPD

Last column: natural (NBO) charge in e.
Element x y z (Å)
H (-1.75, 2.10, -0.56)  0.2174
H (0.80, -3.09, 0.70)  0.2221
H (0.46, -0.85, -0.52)  0.0677
C (0.01, -1.06, 0.56)  0.1100
C (0.00, 0.27, 1.32)  -0.3930
N (-1.29, -1.54, 0.27)  -0.7951
H (-1.77, -1.90, 1.05)  0.3568
H (1.14, 1.22, -0.23)  0.1922
C (-0.21, 1.48, -2.05)  -0.6028
C (0.98, -2.13, 1.15)  -0.6552
H (-1.30, 0.35, -0.76)  0.2569
H (2.01, -1.84, 1.03)  0.2042
H (1.12, -1.37, -1.12)  0.2005
H (0.67, 0.34, 2.17)  0.2232
H (0.66, 0.81, -2.28)  0.1988
H (-1.00, 1.21, -2.78)  0.2091
H (0.10, 2.57, -2.26)  0.1952
H (-1.01, 0.44, 1.70)  0.2283
H (0.25, 2.36, 0.80)  0.2124
C (-0.84, 1.40, -0.69)  -0.4638
H (0.75, -2.18, 2.21)  0.2170
C (0.21, 1.42, 0.29)  -0.4018

Output
* calculated total energy: -7948.3448 eV
* highest occupied orbital energy: -7.4 eV
* frontier orbital gap: 0.2055 Ha
* energy relative to the best compared isomer or geometry (same formula, charge and spin): 716.1 kJ/mol

# 8
Molecular formula: C6H15N
Method: DFT, ωB97M-V/def2-TZVPD

Last column: natural (NBO) charge in e.
Element x y z (Å)
H (2.55, 0.83, 2.59)  0.2028
C (0.55, 0.58, 1.79)  -0.4111
H (0.64, -1.08, -1.85)  0.1604
C (-0.38, -1.10, -1.43)  -0.2074
H (-0.55, -2.11, -1.03)  0.1895
C (-1.38, -0.95, -2.58)  -0.6232
H (1.56, 0.31, -0.13)  0.1553
H (-0.43, 0.39, 2.21)  0.2084
H (-2.30, -0.49, -2.22)  0.2082
C (-0.97, 1.21, -0.62)  -0.4266
H (-1.69, -1.92, -2.95)  0.2155
H (-1.62, 1.22, -1.49)  0.2041
H (0.59, 1.66, 1.65)  0.1969
H (-1.64, 1.50, 0.19)  0.1993
C (1.66, 0.23, 2.78)  -0.6022
H (1.03, -1.15, 0.63)  0.1908
H (1.94, -0.82, 2.74)  0.1991
H (1.34, 0.43, 3.80)  0.2107
C (0.73, -0.12, 0.45)  -0.2054
N (-0.50, -0.15, -0.33)  -0.4445
H (-0.16, 1.92, -0.77)  0.1730
H (-0.99, -0.39, -3.42)  0.2064

Output
* calculated total energy: -7954.7352 eV
* highest occupied orbital energy: -8.2 eV
* SMILES: CCCN(C)CC
* frontier orbital gap: 0.3438 Ha
* energy relative to the best compared isomer or geometry (same formula, charge and spin): 99.5 kJ/mol

# 9
Molecular formula: C6H15N
Method: DFT, ωB97M-V/def2-TZVPD

Last column: natural (NBO) charge in e.
Element x y z (Å)
C (0.19, -0.38, 0.26)  -0.2079
H (-1.91, -1.83, -0.96)  0.3789
H (1.18, 1.43, -0.33)  0.1985
H (0.13, -1.98, -1.17)  0.2040
H (-2.65, -1.55, 0.63)  0.3845
H (-1.67, 0.35, 1.04)  0.1823
C (0.75, -1.13, -0.96)  -0.6183
H (-0.94, 1.83, -0.96)  0.2019
H (-1.40, 0.51, -1.99)  0.1997
H (2.08, 0.42, 2.40)  0.2072
C (-1.60, 0.96, -1.03)  -0.6249
H (2.86, -0.13, 0.84)  0.2049
H (0.29, 1.48, 1.23)  0.2004
H (1.75, -1.46, -0.70)  0.2098
C (-1.34, -0.07, 0.08)  -0.0271
C (0.96, 0.91, 0.59)  -0.4073
N (-2.11, -1.26, -0.16)  -0.8933
H (2.87, 1.50, 1.50)  0.2073
C (2.26, 0.61, 1.33)  -0.6113
H (0.78, -0.42, -1.79)  0.1997
H (-2.63, 1.30, -0.95)  0.2149
H (0.16, -1.08, 1.10)  0.1960

Output
* calculated total energy: -7955.1646 eV
* highest occupied orbital energy: -8.5 eV
* SMILES: CC[C@H](C)[C@@H](C)N
* frontier orbital gap: 0.3555 Ha
* energy relative to the best compared isomer or geometry (same formula, charge and spin): 58.1 kJ/mol

# 10
Molecular formula: C6H15N
Method: DFT, ωB97M-V/def2-TZVPD

Last column: natural (NBO) charge in e.
Element x y z (Å)
H (-0.57, -1.21, 1.23)  0.2095
H (0.63, 3.31, 2.16)  0.2196
C (0.51, 0.85, -0.33)  -0.2011
H (-1.35, -1.74, -1.77)  0.2022
C (-1.21, -1.00, -0.98)  -0.2020
H (1.76, 1.98, 1.61)  0.2043
H (1.48, 3.28, 0.63)  0.2039
C (0.64, -2.56, -0.02)  -0.6279
H (0.09, -0.07, -2.12)  0.3636
H (0.57, -3.56, -0.46)  0.2113
H (1.31, -2.59, 0.85)  0.2105
C (-0.15, 1.77, 0.74)  -0.4167
H (1.21, -2.00, -0.77)  0.1964
C (0.94, 2.63, 1.36)  -0.6206
H (1.05, 1.58, -0.93)  0.1978
H (-0.80, 1.24, 1.43)  0.1997
H (-1.40, -2.50, 0.51)  0.1991
H (-2.21, -0.64, -0.66)  0.1757
C (-0.63, -1.75, 0.30)  -0.4270
H (1.27, 0.25, 0.17)  0.1532
N (-0.36, 0.15, -1.24)  -0.6569
H (-0.83, 2.31, 0.05)  0.2055

Output
* calculated total energy: -7954.2588 eV
* highest occupied orbital energy: -8.3 eV
* SMILES: CCCNCCC
* frontier orbital gap: 0.3469 Ha
* energy relative to the best compared isomer or geometry (same formula, charge and spin): 145.5 kJ/mol